This record from the Open Molecules 2025 dataset describes a cluster of 4 separate species, C20H35FN4O5 in total. The level of theory is ωB97M-V/def2-TZVPD.

Geometry (Å):
C1 -0.096 -1.127 3.159
C2 0.879 -1.199 2.011
C3 0.535 -1.840 0.823
C4 1.431 -1.903 -0.238
C5 2.695 -1.331 -0.138
C6 3.644 -1.357 -1.305
O1 3.649 -0.099 -2.004
C7 4.298 0.914 -1.357
O2 5.382 0.763 -0.841
N1 3.586 2.090 -1.345
C8 2.294 2.129 -2.005
C9 2.362 2.271 -3.543
F1 3.661 2.106 -4.014
C10 3.051 -0.705 1.059
C11 2.151 -0.638 2.113
H1 -1.112 -1.215 2.780
H2 0.097 -1.911 3.889
H3 -0.010 -0.150 3.640
H4 -0.441 -2.300 0.726
H5 1.132 -2.400 -1.155
H6 4.660 -1.611 -1.002
H7 3.310 -2.088 -2.040
H8 4.189 2.880 -1.588
H9 1.761 2.998 -1.613
H10 1.711 1.256 -1.727
H11 2.025 3.260 -3.859
H12 1.731 1.523 -4.027
H13 4.033 -0.259 1.151
H14 2.444 -0.136 3.028
C12 8.306 3.390 -4.362
N2 7.280 4.055 -3.586
C13 7.030 5.471 -3.796
C14 6.543 3.402 -2.676
O3 5.673 3.928 -2.000
H15 9.282 3.845 -4.181
H16 8.082 3.452 -5.429
H17 8.352 2.342 -4.077
H18 7.188 6.028 -2.873
H19 6.000 5.633 -4.114
H20 7.707 5.840 -4.563
H21 6.793 2.335 -2.578
C15 -5.061 -3.032 5.044
N3 -4.202 -2.899 3.887
C16 -4.542 -1.928 2.858
C17 -3.094 -3.647 3.728
O4 -2.344 -3.572 2.774
H22 -6.071 -3.322 4.746
H23 -5.119 -2.090 5.593
H24 -4.662 -3.797 5.707
H25 -4.680 -2.424 1.897
H26 -3.743 -1.196 2.743
H27 -5.458 -1.411 3.134
H28 -2.923 -4.351 4.561
C18 -9.136 -1.702 -0.564
N4 -8.360 -1.210 0.555
C19 -8.458 -1.884 1.837
C20 -7.548 -0.139 0.447
O5 -6.878 0.316 1.353
H29 -10.204 -1.666 -0.341
H30 -8.864 -2.732 -0.801
H31 -8.944 -1.083 -1.438
H32 -8.811 -1.196 2.606
H33 -7.483 -2.263 2.145
H34 -9.154 -2.714 1.749
H35 -7.549 0.301 -0.564

Cartesian forces (eV/Å) of the 6 atoms listed first:
0.14 0.45 -0.36
-0.01 -0.13 -0.06
0.11 0.02 -0.01
-0.05 0.09 0.09
0.01 0.01 0.14
0.11 -0.26 -0.10

HOMO, eV: -8.57
Orbital gap, eV: 9.135
Spin multiplicity: 1
E, eV: -40223.705
E_LUMO, eV: 0.57

This record from the Open Molecules 2025 dataset describes a structure of composition C20H35GeN5S3Se2Te2Tl. The level of theory is ωB97M-V/def2-TZVPD.

Geometry (Å):
Tl1 1.345 0.231 0.774
C1 2.266 -5.729 2.314
S1 2.753 -4.227 3.189
C2 2.224 -2.974 2.101
S2 2.332 -1.429 2.903
N1 1.880 -3.251 0.879
N2 1.316 -2.273 0.116
C3 1.018 -2.579 -1.147
C4 0.375 -1.641 -2.036
C5 -0.024 -2.014 -3.344
C6 -0.719 -1.108 -4.133
C7 -1.016 0.148 -3.615
C8 -0.558 0.477 -2.347
N3 0.107 -0.373 -1.586
H1 2.988 -6.514 2.595
H2 2.259 -5.619 1.221
H3 1.293 -6.058 2.700
H4 1.305 -3.573 -1.489
H5 0.266 -2.987 -3.723
H6 -1.037 -1.372 -5.135
H7 -1.545 0.854 -4.218
H8 -0.708 1.468 -1.950
Se1 2.051 2.622 2.270
Te1 4.393 2.039 2.774
Te2 5.137 -0.025 0.955
Se2 3.653 0.294 -0.920
S3 1.218 3.395 -1.667
C9 2.900 3.496 -1.706
N4 3.587 3.856 -0.607
C10 5.038 3.921 -0.567
C11 5.616 4.265 -1.945
C12 5.029 3.300 -2.951
N5 3.567 3.347 -2.871
H9 3.080 3.842 0.281
H10 5.423 2.941 -0.219
H11 5.329 4.635 0.222
H12 6.691 4.124 -1.954
H13 5.442 5.311 -2.260
H14 5.336 2.254 -2.759
H15 5.338 3.461 -3.986
H16 2.992 3.023 -3.649
C13 -4.145 0.969 4.112
C14 -4.201 2.053 3.028
C15 -3.664 1.768 1.597
C16 -2.125 1.749 1.489
Ge1 -1.326 -0.065 1.491
C17 -2.448 -1.218 0.272
C18 -3.499 -2.056 1.002
C19 -4.153 -3.122 0.071
C20 -4.750 -2.645 -1.244
H17 -4.821 1.145 4.975
H18 -3.141 0.801 4.550
H19 -4.473 -0.013 3.675
H20 -3.730 2.999 3.399
H21 -5.263 2.393 2.935
H22 -4.097 2.532 0.898
H23 -4.072 0.805 1.248
H24 -1.667 2.367 2.300
H25 -1.785 2.171 0.524
H26 -1.554 -0.690 2.908
H27 -1.769 -1.913 -0.252
H28 -2.937 -0.572 -0.488
H29 -4.284 -1.376 1.409
H30 -3.042 -2.534 1.889
H31 -4.902 -3.711 0.620
H32 -3.369 -3.877 -0.138
H33 -5.473 -1.828 -1.071
H34 -5.270 -3.455 -1.783
H35 -3.976 -2.235 -1.923

Cartesian forces (eV/Å) of the 6 atoms listed first:
-0.38 -0.07 0.58
0.10 -0.82 0.30
0.06 -0.35 -0.47
-0.02 2.10 0.46
-0.38 -0.38 -0.76
-0.47 -0.96 -1.08

HOMO, eV: -3.66
Orbital gap, eV: 5.366
Spin multiplicity: 1
Energy above the lowest of the compared OMol25 structures with the same formula, charge and spin, kcal/mol: 0.0
E, eV: -267755.539
E_LUMO, eV: 1.70
Total charge: -1

This record from the Open Molecules 2025 dataset describes a structure of composition C20H35MgNSi2. The level of theory is ωB97M-V/def2-TZVPD.

Geometry (Å):
C1 -2.512 3.845 0.337
C2 -3.001 0.514 -0.007
C3 -2.623 2.839 -0.807
H1 -1.493 4.297 0.415
C4 -3.025 0.433 -1.439
H2 -2.973 -0.514 0.458
H3 -3.706 2.659 -0.923
H4 -3.472 -0.473 -1.865
C5 -2.056 2.774 -2.143
H5 -0.996 3.069 -2.270
H6 -2.668 3.380 -2.840
C6 -2.681 2.743 1.465
H7 -3.154 3.192 2.345
H8 -1.689 2.395 1.783
C7 -3.531 1.498 1.030
H9 -4.524 1.859 0.740
H10 -3.683 0.892 1.938
C8 -2.263 1.247 -2.504
H11 -2.815 1.092 -3.444
H12 -1.254 0.811 -2.746
Mg1 -1.261 0.231 -0.771
H13 -3.171 4.692 0.465
C9 3.038 -4.292 -1.909
Si1 3.200 -2.902 -0.675
C10 3.532 -3.750 0.977
C11 4.663 -1.842 -1.177
C12 1.665 -1.825 -0.491
C13 0.458 -2.153 -1.157
C14 0.316 -2.816 -2.424
C15 -0.843 -3.536 -2.688
C16 -1.868 -3.544 -1.729
C17 -1.792 -2.666 -0.656
N1 -0.735 -1.824 -0.516
Si2 1.407 -0.624 0.950
C18 0.342 -1.388 2.283
C19 3.062 -0.241 1.790
C20 0.701 1.018 0.324
H14 3.774 -5.067 -1.645
H15 3.255 -3.948 -2.929
H16 2.038 -4.744 -1.899
H17 3.864 -4.777 0.760
H18 4.321 -3.246 1.550
H19 2.623 -3.810 1.593
H20 4.686 -1.757 -2.273
H21 4.620 -0.832 -0.751
H22 5.593 -2.328 -0.850
H23 1.151 -2.794 -3.120
H24 -0.938 -4.122 -3.599
H25 -2.738 -4.196 -1.827
H26 -2.595 -2.575 0.083
H27 0.838 -2.283 2.687
H28 0.199 -0.671 3.106
H29 -0.640 -1.687 1.892
H30 3.720 0.357 1.145
H31 2.850 0.346 2.697
H32 3.602 -1.147 2.096
H33 0.557 1.062 -0.787
H34 -0.175 1.407 0.891
H35 1.510 1.749 0.498

Cartesian forces (eV/Å) of the 6 atoms listed first:
2.36 -2.41 0.30
-1.65 -0.11 1.41
-1.90 3.34 0.21
-0.53 -0.43 -0.06
-3.36 -0.32 -1.26
-0.41 0.74 -0.40

HOMO (spin up / spin down), eV: -6.39 / -6.39
Orbital gap (spin up / spin down), eV: 6.438 / 6.302
Spin multiplicity: 1
E, eV: -43992.711
E_LUMO (spin up / spin down), eV: 0.04 / -0.09

This record from the Open Molecules 2025 dataset describes a structure of composition C20H36AlBO17PS2. The level of theory is ωB97M-V/def2-TZVPD.

Geometry (Å):
C1 1.515 0.506 4.328
O1 1.802 1.589 3.420
C2 2.862 2.402 3.971
C3 3.345 3.453 2.888
C4 4.152 2.661 1.773
C5 3.686 2.930 0.294
C6 2.110 2.866 0.120
C7 1.668 2.211 -1.258
O2 2.626 2.353 -2.321
Al1 2.745 0.629 -2.951
O3 3.295 0.293 -4.677
B1 4.611 -0.129 -4.565
O4 5.657 0.774 -4.161
O5 5.020 -1.486 -4.803
O6 1.008 0.222 -2.451
C8 0.868 0.802 -1.151
C9 -0.572 0.834 -0.512
C10 -1.644 1.608 -1.342
C11 -2.498 0.819 -2.265
C12 -3.563 1.420 -3.063
C13 -3.836 2.875 -2.969
C14 -2.994 3.666 -2.083
C15 -1.921 3.041 -1.278
C16 -1.118 3.988 -0.330
P1 1.712 -0.574 -0.084
O7 1.583 -1.928 -0.728
O8 0.845 -0.675 1.365
O9 3.270 -0.196 0.358
H1 2.246 0.534 5.186
H2 1.620 -0.498 3.830
H3 0.456 0.562 4.700
H4 2.551 2.902 4.928
H5 3.727 1.699 4.138
H6 4.066 4.179 3.358
H7 2.479 4.048 2.504
H8 4.051 1.568 1.998
H9 5.257 2.892 1.857
H10 4.154 2.122 -0.340
H11 4.054 3.899 -0.133
H12 1.604 2.326 0.966
H13 1.731 3.930 0.101
H14 0.848 2.899 -1.642
H15 3.945 0.020 -2.094
H16 6.257 0.272 -3.580
H17 5.446 -1.821 -3.992
H18 -0.965 -0.214 -0.390
H19 -0.483 1.359 0.483
H20 -2.351 -0.280 -2.363
H21 -4.233 0.833 -3.737
H22 -4.667 3.338 -3.557
H23 -3.163 4.767 -1.966
H24 -0.324 4.479 -0.969
H25 -1.780 4.809 0.046
H26 -0.574 3.434 0.473
H27 0.689 -1.615 1.579
H28 3.627 -1.030 0.731
C17 -0.433 -5.463 0.814
C18 -1.611 -4.601 0.412
O10 -2.306 -4.333 1.639
S1 -1.237 -4.262 2.845
O11 -0.926 -2.892 3.085
O12 -1.660 -5.148 3.877
O13 0.008 -4.931 2.067
H29 -0.736 -6.502 0.972
H30 0.371 -5.429 0.080
H31 -2.267 -5.096 -0.300
H32 -1.279 -3.647 -0.005
C19 -6.055 -3.838 0.688
C20 -6.670 -2.588 0.087
O14 -5.710 -2.127 -0.864
S2 -4.937 -3.395 -1.495
O15 -5.546 -3.722 -2.738
O16 -3.539 -3.181 -1.357
O17 -5.400 -4.492 -0.402
H33 -5.300 -3.587 1.438
H34 -6.802 -4.494 1.132
H35 -6.869 -1.822 0.834
H36 -7.594 -2.820 -0.450

Cartesian forces (eV/Å) of the 6 atoms listed first:
-0.01 -0.46 0.07
0.40 -0.02 1.19
0.55 0.44 -0.96
0.53 -0.74 0.43
-0.13 0.47 -0.29
-0.12 -0.96 -0.01

HOMO, eV: -5.37
Orbital gap, eV: 7.144
Spin multiplicity: 1
E, eV: -94370.944
E_LUMO, eV: 1.78
Total charge: -1

This record from the Open Molecules 2025 dataset describes a structure of composition C20H36BCl8F7N2O7Si2. The level of theory is ωB97M-V/def2-TZVPD.

Geometry (Å):
C1 -0.481 1.592 1.950
C2 0.171 0.777 3.133
C3 1.712 0.531 2.842
C4 -0.609 -0.520 3.545
C5 -1.169 -1.374 2.357
C6 -2.477 -2.102 2.906
C7 -0.145 -2.444 1.805
O1 0.692 -1.877 0.769
Si1 0.997 -2.958 -0.484
O2 2.163 -2.284 -1.526
Si2 3.701 -2.152 -0.835
C8 4.589 -0.728 -1.791
O3 4.032 -0.755 -3.150
N1 3.667 0.555 -3.536
O4 4.616 1.059 -4.009
N2 3.693 -1.690 0.890
C9 4.724 -1.050 1.079
O5 5.494 -0.221 1.203
B1 1.584 -4.751 0.157
O6 1.198 -5.908 -0.568
O7 2.343 -4.923 1.317
C10 -0.579 -3.246 -1.577
F1 -1.500 -4.050 -0.880
F2 -0.198 -4.002 -2.675
C11 -1.339 -1.943 -2.010
F3 -1.946 -1.284 -0.982
F4 -2.362 -2.351 -2.859
C12 -0.479 -0.895 -2.815
F5 -1.369 -0.155 -3.560
F6 0.362 -1.450 -3.708
F7 0.140 0.011 -2.013
H1 0.029 1.328 0.979
H2 -0.410 2.711 2.059
H3 -1.564 1.339 1.782
H4 0.151 1.460 4.029
H5 2.040 1.379 2.191
H6 1.923 -0.439 2.336
H7 2.334 0.639 3.773
H8 -1.482 -0.255 4.198
H9 0.084 -1.137 4.179
H10 -1.507 -0.791 1.470
H11 -2.887 -2.855 2.193
H12 -3.245 -1.281 2.986
H13 -2.326 -2.476 3.945
H14 0.497 -2.775 2.662
H15 -0.718 -3.357 1.463
H16 4.508 -3.355 -1.098
H17 5.698 -0.863 -1.837
H18 4.328 0.281 -1.376
H19 0.446 -6.267 -0.055
H20 2.723 -4.066 1.595
Cl1 -3.776 2.089 2.685
C13 -5.381 1.340 2.479
C14 -6.292 1.613 3.653
Cl2 -5.757 0.768 5.128
H21 -5.237 0.272 2.323
H22 -5.812 1.762 1.571
H23 -7.297 1.254 3.431
H24 -6.351 2.677 3.876
Cl3 3.542 4.988 -0.652
C15 1.942 4.232 -0.848
C16 1.033 4.507 0.328
Cl4 1.574 3.673 1.805
H25 2.090 3.164 -0.999
H26 1.506 4.648 -1.757
H27 0.027 4.142 0.109
H28 0.969 5.572 0.545
Cl5 3.915 8.838 -5.597
C17 4.606 8.509 -3.988
C18 4.096 7.213 -3.402
Cl6 2.371 7.304 -2.970
H29 4.379 9.357 -3.343
H30 5.688 8.456 -4.114
H31 4.639 6.983 -2.485
H32 4.228 6.381 -4.093
Cl7 -5.978 -3.102 -0.951
C19 -5.030 -4.092 -2.091
C20 -5.547 -5.508 -2.184
Cl8 -5.261 -6.428 -0.685
H33 -3.988 -4.066 -1.776
H34 -5.102 -3.607 -3.066
H35 -5.029 -6.038 -2.984
H36 -6.615 -5.532 -2.396

Cartesian forces (eV/Å) of the 6 atoms listed first:
-0.75 -0.48 -0.71
0.38 0.77 0.36
-0.22 0.68 0.18
0.14 0.42 -0.47
-0.43 -1.40 0.21
0.09 1.24 -0.34

HOMO, eV: -10.21
Orbital gap, eV: 9.689
Spin multiplicity: 1
E, eV: -174273.283
E_LUMO, eV: -0.52

This record from the Open Molecules 2025 dataset describes a structure of composition C20H36BF2ILiN3O6S. The level of theory is ωB97M-V/def2-TZVPD.

Geometry (Å):
C1 1.511 1.064 1.579
C2 0.703 1.193 0.158
C3 -0.239 -0.142 -0.194
I1 0.807 -1.604 -1.472
B1 -1.754 0.243 -0.703
F1 -2.408 1.335 0.119
C4 -2.692 -1.116 -0.407
C5 -3.101 -1.296 1.169
S1 -3.419 -3.098 1.676
C6 -1.987 -4.205 1.195
N1 -1.865 -5.710 1.037
N2 -0.561 -6.070 0.628
C7 0.335 -4.846 0.468
O1 -0.616 -3.793 0.858
C8 -1.899 0.540 -2.313
C9 -0.703 1.443 -2.972
C10 -0.284 2.975 -2.564
C11 0.979 3.710 -3.371
C12 1.844 2.980 -4.581
C13 1.393 1.468 -5.021
C14 0.154 0.751 -4.221
H1 1.232 0.114 2.210
H2 2.672 1.130 1.323
H3 1.280 2.058 2.194
H4 0.019 2.156 0.107
H5 1.461 1.275 -0.761
H6 -0.375 -0.688 0.859
H7 -2.172 -2.091 -0.848
H8 -3.705 -0.986 -1.020
H9 -4.145 -0.739 1.319
H10 -2.353 -0.807 1.925
H11 1.451 -4.743 0.133
H12 -2.076 -0.449 -2.957
H13 -2.910 1.162 -2.446
H14 -0.846 3.537 -1.706
H15 1.315 4.813 -3.059
H16 2.759 3.472 -5.141
H17 1.925 0.824 -5.875
H18 -0.131 -0.365 -4.536
C15 4.140 4.764 6.441
O2 3.259 4.504 5.350
C16 2.202 5.352 5.272
O3 1.966 6.276 6.035
O4 1.453 4.994 4.199
C17 0.299 5.805 3.992
H19 4.947 4.027 6.406
H20 4.581 5.762 6.352
H21 3.615 4.654 7.396
H22 0.586 6.845 3.805
H23 -0.380 5.737 4.848
H24 -0.224 5.429 3.108
O5 3.454 -1.013 -5.698
H25 3.623 -1.350 -4.805
H26 4.282 -1.183 -6.172
Li1 -2.508 3.181 0.045
C18 -4.936 -7.872 -2.729
C19 -4.779 -7.348 -1.326
O6 -5.715 -6.811 -0.737
C20 -3.432 -7.508 -0.673
H27 -5.959 -7.689 -3.072
H28 -4.244 -7.355 -3.398
H29 -4.749 -8.949 -2.746
H30 -2.674 -6.974 -1.250
H31 -3.178 -8.568 -0.598
H32 -3.467 -7.084 0.337
N3 4.462 2.673 2.653
H33 4.111 3.254 3.423
H34 5.388 3.011 2.364
H35 4.536 1.698 2.966
H36 3.814 2.729 1.859
F2 3.924 3.509 -6.433

Cartesian forces (eV/Å) of the 6 atoms listed first:
0.15 1.45 -0.38
0.34 -0.96 -1.42
0.71 1.47 3.19
-0.38 0.82 0.71
-0.34 -2.84 -1.35
0.39 1.30 0.23

HOMO, eV: -6.00
Orbital gap, eV: 3.586
Spin multiplicity: 1
E, eV: -63313.852
E_LUMO, eV: -2.41

The records above give, respectively, maximum force values of 0.97, 3.56, 5.61, 2.86, 2.88, 8.53 eV/Å.